A cluster of 9 separate species, C28H59N2O8 in total. Source: the Open Molecules 2025 dataset; level of theory: the ωB97M-V functional and the def2-TZVPD basis.

Properties
Total charge ... -1
Frontier orbital gap ... 3.7 eV
Calculated total energy ... -49351.950 eV
HOMO energy ... -1.99 eV
Energy above the lowest of the compared OMol25 structures with the same formula, charge and spin ... 0.0 kJ/mol

Geometry (Å):
1 N -2.5198 -2.1041 -3.9897
2 C -3.5433 -3.1135 -3.9899
3 C -3.1602 -4.4798 -3.3670
4 C -3.2493 -4.5183 -1.8291
5 C -1.9032 -4.5021 -1.1198
6 N -1.1763 -5.7831 -1.1589
7 H -1.8098 -2.4351 -4.6519
8 H -3.9942 -3.3379 -4.9883
9 H -4.3831 -2.7280 -3.3817
10 H -3.7316 -5.2984 -3.8194
11 H -2.1121 -4.6327 -3.6505
12 H -3.8186 -5.3898 -1.4919
13 H -3.7796 -3.6196 -1.5002
14 H -1.3210 -3.7311 -1.6333
15 H -2.0184 -4.1992 -0.0795
16 H -0.2833 -5.7024 -1.6215
17 H -1.0240 -6.1437 -0.2281
18 C -0.3627 -1.6242 1.9858
19 C 0.0111 -3.0905 2.0320
20 O -0.8562 -3.9189 1.8661
21 C 1.4628 -3.4569 2.1838
22 H -1.4437 -1.5811 1.8787
23 H -0.0467 -1.0797 2.8776
24 H 0.1220 -1.1587 1.1285
25 H 1.8681 -3.0137 3.0959
26 H 2.0248 -3.0345 1.3516
27 H 1.5695 -4.5391 2.2181
28 C 2.6657 1.6957 0.8403
29 C 3.1989 0.2996 1.0374
30 O 2.4200 -0.6281 1.0574
31 C 4.6851 0.1176 1.1823
32 H 1.5863 1.6166 0.7450
33 H 2.9100 2.3635 1.6673
34 H 3.0721 2.1499 -0.0648
35 H 5.0540 0.6729 2.0453
36 H 5.1956 0.5147 0.3028
37 H 4.9283 -0.9342 1.3066
38 C -4.9570 -0.0322 0.9622
39 C -3.9992 0.4541 -0.1023
40 O -3.7077 1.6323 -0.1942
41 C -3.5026 -0.5937 -1.0546
42 H -5.3321 0.8108 1.5398
43 H -5.7499 -0.5672 0.4400
44 H -4.4733 -0.7567 1.6211
45 H -4.3377 -1.0792 -1.5618
46 H -2.9732 -1.3847 -0.5173
47 H -2.8496 -0.1591 -1.8032
48 C 6.7542 -1.9721 5.1799
49 C 7.1091 -0.6055 4.6439
50 O 6.9381 -0.3135 3.4850
51 C 7.6859 0.3768 5.6369
52 H 6.3486 -2.5888 4.3826
53 H 7.6387 -2.4495 5.6061
54 H 6.0223 -1.8799 5.9847
55 H 8.5993 -0.0285 6.0765
56 H 6.9821 0.5379 6.4556
57 H 7.9008 1.3202 5.1423
58 C -7.0144 -0.2418 -3.1519
59 C -7.5093 -1.3108 -2.2079
60 O -6.9099 -1.5889 -1.1994
61 C -8.7772 -2.0323 -2.6043
62 H -6.0953 0.1935 -2.7691
63 H -6.8284 -0.6756 -4.1359
64 H -7.7751 0.5333 -3.2745
65 H -8.6405 -2.5119 -3.5751
66 H -9.5989 -1.3200 -2.7067
67 H -9.0223 -2.7818 -1.8564
68 C 0.4188 6.0293 -1.2002
69 C 0.6727 4.8374 -0.3079
70 O 1.7195 4.7093 0.2902
71 C -0.4386 3.8250 -0.2140
72 H 1.2785 6.6948 -1.1969
73 H 0.2127 5.6917 -2.2175
74 H -0.4677 6.5671 -0.8585
75 H -0.6668 3.4181 -1.2009
76 H -1.3532 4.2984 0.1478
77 H -0.1615 3.0145 0.4531
78 C 0.7010 -1.0439 -1.7458
79 C 0.7990 -0.7032 -3.2104
80 O 1.0948 0.4091 -3.5900
81 C 0.4839 -1.8269 -4.1611
82 H 0.9019 -0.1646 -1.1387
83 H -0.3065 -1.4195 -1.5426
84 H 1.4098 -1.8327 -1.4835
85 H -0.5324 -2.1930 -3.9720
86 H 1.1617 -2.6659 -3.9826
87 H 0.5748 -1.4842 -5.1889
88 C 4.8699 8.3002 3.2180
89 C 4.3547 7.9998 1.8262
90 O 4.2389 8.8741 0.9997
91 C 3.9971 6.5647 1.5423
92 H 5.0932 9.3596 3.3116
93 H 4.1256 8.0096 3.9620
94 H 5.7670 7.7114 3.4192
95 H 3.2204 6.2207 2.2271
96 H 4.8710 5.9281 1.6989
97 H 3.6389 6.4492 0.5245